{
  "formula": "C28H59N3O6SSi2",
  "method": "wB97M-V/def2-TZVPD",
  "s_squared": 3.764,
  "e_lumo_ev": [2.0, 1.2],
  "charge": -1,
  "fmax_ev_per_a": 7.15,
  "e_homo_ev": [-4.4, -4.4],
  "multiplicity": 4,
  "e_tot_ev": -73334.6434,
  "homo_lumo_gap_ev": [6.438, 5.651],
  "elements": ["O", "C", "O", "Si", "S", "O", "Si", "H", "H", "H", "H", "H", "C", "C", "C", "C", "C", "C", "N", "O", "C", "C", "C", "H", "H", "H", "H", "H", "H", "H", "H", "H", "H", "H", "H", "H", "H", "H", "H", "H", "H", "C", "C", "C", "C", "C", "C", "N", "O", "C", "C", "C", "H", "H", "H", "H", "H", "H", "H", "H", "H", "H", "H", "H", "H", "H", "H", "H", "H", "H", "C", "C", "C", "C", "C", "C", "N", "O", "C", "C", "C", "H", "H", "H", "H", "H", "H", "H", "H", "H", "H", "H", "H", "H", "H", "H", "H", "H", "H"],
  "xyz": [[-4.084, 2.876, 5.991], [-3.707, 2.775, 4.689], [-4.649, 2.231, 3.692], [-1.941, 3.394, 4.108], [-0.579, 1.795, 3.609], [-2.106, 4.647, 2.887], [-1.662, 4.080, 1.282], [-1.372, 4.064, 5.306], [-0.886, 1.187, 2.382], [-0.341, 3.462, 1.254], [-1.589, 5.286, 0.426], [-2.694, 3.218, 0.667], [-7.302, -2.717, -0.893], [-6.088, -2.948, 0.052], [-6.509, -2.708, 1.529], [-6.683, -1.235, 1.886], [-5.449, -0.427, 1.498], [-5.036, -0.621, 0.015], [-4.949, -2.067, -0.377], [-3.769, -2.590, 0.182], [-6.045, 0.120, -0.904], [-3.696, 0.147, -0.230], [-5.771, -4.472, -0.110], [-8.016, -1.991, -0.497], [-6.982, -2.385, -1.886], [-7.878, -3.637, -1.055], [-5.756, -3.136, 2.204], [-7.446, -3.238, 1.744], [-7.577, -0.826, 1.402], [-6.855, -1.140, 2.965], [-5.639, 0.634, 1.703], [-4.621, -0.719, 2.159], [-5.831, -0.075, -1.961], [-5.986, 1.205, -0.756], [-7.085, -0.142, -0.713], [-2.895, -0.176, 0.446], [-3.821, 1.223, -0.059], [-3.348, 0.016, -1.259], [-5.460, -4.705, -1.135], [-6.656, -5.081, 0.115], [-4.988, -4.817, 0.576], [-0.404, 2.063, -4.862], [0.136, 2.470, -3.461], [1.148, 3.642, -3.600], [2.504, 3.220, -4.154], [3.080, 2.050, -3.362], [2.101, 0.852, -3.246], [0.733, 1.265, -2.789], [0.809, 1.538, -1.411], [2.008, 0.127, -4.616], [2.745, -0.225, -2.312], [-1.126, 3.017, -2.715], [0.311, 2.254, -5.664], [-0.688, 1.006, -4.892], [-1.308, 2.624, -5.132], [1.309, 4.110, -2.620], [0.729, 4.425, -4.245], [2.422, 2.960, -5.215], [3.198, 4.068, -4.104], [4.019, 1.729, -3.832], [3.352, 2.410, -2.360], [1.255, -0.669, -4.590], [2.964, -0.342, -4.878], [1.775, 0.790, -5.448], [2.998, 0.173, -1.321], [3.683, -0.603, -2.735], [2.076, -1.081, -2.177], [-1.878, 2.231, -2.580], [-1.594, 3.830, -3.286], [-0.887, 3.440, -1.733], [4.725, -2.105, 4.038], [4.443, -1.085, 2.898], [3.628, -1.765, 1.763], [4.452, -2.713, 0.898], [5.709, -2.025, 0.375], [6.559, -1.374, 1.497], [5.744, -0.509, 2.413], [5.453, 0.684, 1.726], [7.276, -2.484, 2.312], [7.742, -0.595, 0.834], [3.520, -0.016, 3.571], [4.785, -3.136, 3.680], [5.652, -1.868, 4.571], [3.933, -2.102, 4.797], [3.191, -0.999, 1.109], [2.781, -2.320, 2.189], [4.716, -3.615, 1.461], [3.845, -3.054, 0.051], [6.310, -2.755, -0.182], [5.407, -1.262, -0.357], [7.812, -2.060, 3.169], [8.016, -3.008, 1.695], [6.605, -3.260, 2.680], [7.399, 0.159, 0.113], [8.396, -1.274, 0.274], [8.356, -0.092, 1.587], [4.043, 0.506, 4.381], [2.627, -0.487, 4.003], [3.149, 0.732, 2.861]]
}



{
  "formula": "C24H48O41S10",
  "method": "wB97M-V/def2-TZVPD",
  "e_lumo_ev": 0.1,
  "relative_energy_kj_mol": 163.5,
  "fmax_ev_per_a": 3.36,
  "e_homo_ev": -9.4,
  "e_tot_ev": -217954.7361,
  "homo_lumo_gap_ev": 9.518,
  "elements": ["C", "C", "C", "O", "C", "H", "H", "H", "H", "H", "H", "H", "H", "C", "C", "O", "S", "O", "O", "O", "H", "H", "H", "H", "C", "C", "O", "S", "O", "O", "O", "H", "H", "H", "H", "C", "C", "O", "S", "O", "O", "O", "H", "H", "H", "H", "C", "C", "O", "S", "O", "O", "O", "H", "H", "H", "H", "C", "C", "O", "S", "O", "O", "O", "H", "H", "H", "H", "C", "C", "O", "S", "O", "O", "O", "H", "H", "H", "H", "C", "C", "O", "S", "O", "O", "O", "H", "H", "H", "H", "C", "C", "O", "S", "O", "O", "O", "H", "H", "H", "H", "C", "C", "O", "S", "O", "O", "O", "H", "H", "H", "H", "C", "C", "O", "S", "O", "O", "O", "H", "H", "H", "H"],
  "xyz": [[-2.217, -3.469, -3.294], [-1.965, -3.006, -4.733], [-3.147, -2.002, -4.939], [-3.956, -2.052, -3.755], [-3.014, -2.332, -2.693], [-1.321, -3.542, -2.675], [-2.871, -4.336, -3.211], [-1.977, -3.886, -5.369], [-1.025, -2.463, -4.670], [-3.784, -2.282, -5.778], [-2.715, -1.034, -5.208], [-3.662, -2.724, -1.909], [-2.409, -1.494, -2.335], [1.046, 4.879, -1.969], [1.916, 6.024, -2.530], [3.193, 5.420, -2.703], [3.029, 3.908, -3.269], [4.121, 3.123, -2.792], [2.737, 4.017, -4.670], [1.673, 3.719, -2.435], [0.053, 5.023, -2.396], [1.061, 4.836, -0.881], [2.063, 6.795, -1.772], [1.614, 6.560, -3.429], [5.554, 4.431, -0.207], [4.234, 3.930, 0.471], [4.492, 3.931, 1.870], [6.046, 3.609, 2.144], [6.329, 2.230, 1.916], [6.477, 4.184, 3.374], [6.495, 4.495, 0.852], [5.385, 5.405, -0.666], [5.995, 3.791, -0.968], [3.985, 2.904, 0.191], [3.310, 4.485, 0.330], [-4.706, -1.370, 6.920], [-5.597, -1.013, 5.745], [-4.770, -0.269, 4.890], [-3.200, -0.211, 5.341], [-2.840, 1.014, 5.975], [-2.396, -0.659, 4.248], [-3.371, -1.412, 6.430], [-4.944, -2.155, 7.629], [-4.701, -0.448, 7.525], [-6.422, -0.414, 6.132], [-5.998, -1.887, 5.227], [0.577, -6.023, 2.393], [-0.774, -6.667, 2.766], [-1.641, -5.573, 3.053], [-0.851, -4.142, 2.976], [-1.193, -3.309, 4.087], [-1.065, -3.641, 1.647], [0.605, -4.786, 3.109], [0.783, -5.866, 1.335], [1.395, -6.635, 2.771], [-0.721, -7.309, 3.648], [-1.256, -7.286, 2.009], [0.510, 0.701, -3.401], [2.004, 0.479, -3.778], [1.992, -0.500, -4.821], [0.780, -0.144, -5.830], [0.339, -1.387, -6.367], [1.122, 0.898, -6.740], [-0.170, 0.347, -4.650], [0.358, 1.749, -3.167], [0.054, -0.075, -2.794], [2.590, 0.102, -2.944], [2.480, 1.399, -4.107], [4.894, -2.420, 2.536], [3.356, -2.417, 2.803], [3.085, -1.228, 3.500], [4.197, -0.060, 3.212], [4.610, 0.722, 4.332], [3.780, 0.615, 2.029], [5.361, -1.145, 2.937], [5.027, -2.530, 1.460], [5.365, -3.266, 3.027], [3.125, -3.266, 3.443], [2.795, -2.524, 1.878], [-1.316, 2.841, 3.719], [-0.960, 3.827, 2.616], [-2.062, 3.847, 1.726], [-3.424, 3.244, 2.414], [-3.796, 1.978, 1.882], [-4.438, 4.226, 2.606], [-2.690, 2.995, 3.866], [-0.802, 3.105, 4.643], [-0.973, 1.830, 3.471], [-0.177, 3.377, 2.012], [-0.786, 4.802, 3.073], [2.515, -3.582, -3.381], [3.366, -2.492, -2.779], [2.964, -2.217, -1.454], [1.519, -2.925, -1.146], [0.392, -2.133, -1.587], [1.559, -3.572, 0.117], [1.847, -4.080, -2.224], [3.196, -4.320, -3.790], [1.777, -3.187, -4.081], [3.626, -1.594, -3.341], [4.390, -2.877, -2.641], [-5.795, 0.854, -3.124], [-6.172, 2.139, -2.380], [-4.959, 2.619, -1.797], [-4.021, 1.347, -1.447], [-4.590, 0.589, -0.368], [-2.635, 1.682, -1.530], [-4.420, 0.593, -2.820], [-5.701, 1.068, -4.187], [-6.465, 0.027, -2.904], [-6.917, 2.054, -1.590], [-6.555, 2.857, -3.103], [0.068, -0.669, 1.791], [-1.017, -0.012, 0.966], [-0.411, 1.022, 0.164], [1.165, 1.140, 0.458], [1.475, 2.516, 0.660], [1.904, 0.323, -0.489], [1.094, 0.332, 1.874], [0.360, -1.522, 1.176], [-0.293, -0.963, 2.772], [-1.701, 0.539, 1.612], [-1.454, -0.692, 0.238]]
}



{
  "formula": "C3H6FN",
  "method": "wB97M-V/def2-TZVPD",
  "e_lumo_ev": 1.0,
  "relative_energy_kj_mol": 0.0,
  "fmax_ev_per_a": 3.02,
  "e_homo_ev": -10.3,
  "e_tot_ev": -7414.8617,
  "homo_lumo_gap_ev": 11.277,
  "elements": ["C", "C", "C", "N", "F", "H", "H", "H", "H", "H", "H"],
  "xyz": [[-0.576, -0.326, 0.075], [-1.826, 0.487, 0.045], [1.833, -0.452, 0.039], [0.508, 0.323, 0.189], [-0.621, -1.663, -0.249], [-2.712, 0.004, 0.300], [-1.489, 1.381, 0.595], [-1.855, 0.802, -0.981], [1.767, -1.554, -0.352], [2.328, -0.616, 1.074], [2.417, 0.283, -0.501]]
}



{
  "formula": "C28H59FN3O9P2ScSi6Te",
  "method": "wB97M-V/def2-TZVPD",
  "e_lumo_ev": 4.1,
  "relative_energy_kj_mol": 185.6,
  "charge": -2,
  "fmax_ev_per_a": 1.37,
  "e_homo_ev": -1.9,
  "e_tot_ev": -149467.2881,
  "homo_lumo_gap_ev": 6.025,
  "elements": ["Sc", "C", "Si", "C", "C", "C", "C", "C", "C", "C", "C", "N", "Si", "C", "C", "C", "H", "H", "H", "H", "H", "H", "H", "H", "H", "H", "H", "H", "H", "H", "H", "H", "H", "H", "H", "H", "H", "H", "O", "P", "O", "O", "O", "P", "O", "O", "O", "H", "H", "C", "Si", "C", "C", "Si", "Te", "Si", "C", "C", "C", "Si", "C", "C", "C", "H", "H", "H", "H", "H", "H", "H", "H", "H", "H", "H", "H", "H", "H", "H", "H", "H", "H", "H", "H", "H", "H", "H", "H", "H", "H", "H", "O", "C", "N", "C", "O", "C", "C", "C", "C", "N", "C", "H", "H", "H", "H", "H", "H", "H", "H", "F"],
  "xyz": [[1.305, 1.641, 1.373], [0.046, 4.381, -4.312], [0.328, 3.121, -2.944], [2.119, 2.558, -3.141], [-0.689, 1.615, -3.410], [-0.073, 3.737, -1.272], [0.944, 4.121, -0.409], [2.147, 4.812, -0.823], [2.843, 5.553, 0.075], [2.429, 5.610, 1.431], [1.446, 4.750, 1.811], [0.772, 3.918, 0.966], [-1.734, 3.623, -0.540], [-2.058, 4.993, 0.699], [-2.240, 2.029, 0.290], [-3.024, 3.937, -1.889], [0.325, 3.980, -5.293], [0.638, 5.283, -4.126], [-1.007, 4.677, -4.352], [2.159, 1.726, -3.851], [2.524, 2.214, -2.186], [2.774, 3.347, -3.517], [-0.302, 1.173, -4.335], [-1.744, 1.841, -3.568], [-0.626, 0.861, -2.619], [2.402, 4.835, -1.871], [3.701, 6.130, -0.257], [2.935, 6.221, 2.164], [1.174, 4.658, 2.856], [-1.770, 4.686, 1.706], [-3.123, 5.247, 0.700], [-1.486, 5.891, 0.452], [-1.687, 1.855, 1.220], [-2.055, 1.158, -0.345], [-3.305, 2.057, 0.548], [-2.903, 4.942, -2.307], [-4.027, 3.866, -1.454], [-2.974, 3.228, -2.715], [3.419, 3.880, 4.585], [3.523, 2.458, 3.830], [4.883, 1.917, 3.986], [2.878, 2.631, 2.466], [2.424, 1.606, 4.727], [1.480, 0.662, 3.843], [0.912, -0.344, 4.929], [0.381, 1.525, 3.210], [2.310, 0.048, 2.747], [4.152, 3.921, 5.203], [0.370, -1.001, 4.454], [-1.771, -6.024, -0.758], [-0.951, -4.343, -0.868], [0.884, -4.660, -0.756], [-1.324, -3.723, -2.591], [-1.625, -2.881, 0.809], [-0.202, -1.104, 1.614], [-1.778, -4.236, 2.708], [-2.837, -5.784, 2.720], [-0.052, -4.805, 3.171], [-2.413, -3.198, 4.150], [-3.834, -2.379, 0.335], [-4.635, -1.504, 1.781], [-4.909, -3.872, -0.042], [-4.021, -1.233, -1.130], [-1.478, -6.609, -1.636], [-2.862, -5.967, -0.725], [-1.451, -6.562, 0.137], [1.236, -5.246, -1.612], [1.140, -5.199, 0.162], [1.419, -3.709, -0.725], [-0.925, -4.423, -3.335], [-0.876, -2.742, -2.742], [-2.402, -3.624, -2.758], [-2.494, -6.538, 2.012], [-3.885, -5.577, 2.488], [-2.788, -6.205, 3.729], [0.300, -5.596, 2.500], [-0.031, -5.184, 4.198], [0.653, -3.974, 3.090], [-3.472, -3.393, 4.345], [-2.304, -2.130, 3.944], [-1.845, -3.417, 5.059], [-4.791, -2.183, 2.625], [-5.603, -1.090, 1.480], [-4.002, -0.687, 2.138], [-4.791, -4.670, 0.694], [-4.675, -4.300, -1.021], [-5.956, -3.554, -0.043], [-3.433, -0.324, -0.988], [-5.072, -0.951, -1.255], [-3.673, -1.699, -2.056], [0.886, -0.968, -2.098], [2.020, -0.820, -2.893], [3.017, -1.863, -2.686], [4.220, -1.754, -2.062], [5.104, -2.586, -2.184], [4.399, -0.511, -1.247], [5.481, 0.327, -1.464], [5.532, 1.534, -0.794], [4.481, 1.866, 0.052], [3.478, 1.036, 0.304], [3.457, -0.151, -0.298], [0.867, -0.271, -1.413], [2.493, 0.146, -2.730], [1.712, -0.882, -3.940], [2.844, -2.770, -3.093], [6.240, 0.045, -2.184], [6.348, 2.228, -0.944], [4.435, 2.821, 0.562], [2.629, -0.807, -0.045], [0.970, 1.101, -0.431]]
}



{
  "formula": "C3H4ClNOS",
  "method": "wB97M-V/def2-TZVPD",
  "e_lumo_ev": 0.8,
  "relative_energy_kj_mol": 216.4,
  "fmax_ev_per_a": 1.95,
  "e_homo_ev": -8.8,
  "e_tot_ev": -30068.6266,
  "homo_lumo_gap_ev": 9.618,
  "elements": ["C", "C", "C", "H", "H", "H", "H", "N", "O", "S", "Cl"],
  "xyz": [[1.709, 0.798, -0.012], [-0.820, 0.107, 0.378], [-1.848, -0.382, -0.299], [4.481, -0.298, -0.180], [1.143, 1.700, -0.091], [-0.899, 0.843, 1.191], [-1.764, -1.142, -1.035], [2.990, 0.858, -0.186], [3.517, -0.410, -0.126], [0.793, -0.651, 0.195], [-3.468, 0.202, -0.064]]
}



{
  "formula": "C7H14",
  "method": "wB97M-V/def2-TZVPD",
  "e_lumo_ev": 1.3,
  "relative_energy_kj_mol": 95.7,
  "fmax_ev_per_a": 0.22,
  "e_homo_ev": -10.1,
  "e_tot_ev": -7485.3022,
  "homo_lumo_gap_ev": 11.340,
  "elements": ["C", "C", "C", "C", "C", "C", "C", "H", "H", "H", "H", "H", "H", "H", "H", "H", "H", "H", "H", "H", "H"],
  "xyz": [[-1.192, 1.093, -1.025], [-1.133, -0.043, 0.001], [-2.432, -0.846, -0.108], [0.129, -0.913, -0.159], [1.364, -0.352, 0.537], [2.689, -0.155, -0.146], [1.911, 1.037, 0.330], [-1.336, 0.683, -2.033], [-2.030, 1.766, -0.814], [-0.284, 1.696, -1.041], [-1.089, 0.398, 1.007], [-3.286, -0.221, 0.179], [-2.601, -1.173, -1.142], [-2.432, -1.735, 0.532], [-0.064, -1.902, 0.279], [0.327, -1.095, -1.225], [1.449, -0.683, 1.572], [3.601, -0.436, 0.373], [2.723, -0.305, -1.222], [1.482, 1.677, -0.432], [2.248, 1.576, 1.211]]
}



{
  "formula": "C3H4O3",
  "method": "wB97M-V/def2-TZVPD",
  "e_lumo_ev": 0.2,
  "relative_energy_kj_mol": 557.7,
  "fmax_ev_per_a": 0.48,
  "e_homo_ev": -8.7,
  "e_tot_ev": -9312.9201,
  "homo_lumo_gap_ev": 8.968,
  "elements": ["O", "C", "C", "O", "C", "O", "H", "H", "H", "H"],
  "xyz": [[0.471, -1.020, -1.660], [0.447, -0.085, -0.751], [0.350, -0.336, 0.691], [1.619, -0.252, 0.856], [-1.317, 1.190, 0.258], [-0.571, 0.804, 1.220], [0.061, -1.833, -1.322], [0.855, 0.860, -1.078], [-0.206, -1.233, 1.031], [-2.000, 1.958, 0.689]]
}



{
  "formula": "C21H21F7O21",
  "method": "wB97M-V/def2-TZVPD",
  "e_lumo_ev": -0.4,
  "relative_energy_kj_mol": 56.6,
  "fmax_ev_per_a": 1.23,
  "e_homo_ev": -11.2,
  "e_tot_ev": -84138.5975,
  "homo_lumo_gap_ev": 10.733,
  "elements": ["C", "C", "O", "C", "O", "O", "F", "H", "H", "H", "C", "C", "O", "C", "O", "O", "F", "H", "H", "H", "C", "C", "O", "C", "O", "O", "F", "H", "H", "H", "C", "C", "O", "C", "O", "O", "F", "H", "H", "H", "C", "C", "O", "C", "O", "O", "F", "H", "H", "H", "C", "C", "O", "C", "O", "O", "F", "H", "H", "H", "C", "C", "O", "C", "O", "O", "F", "H", "H", "H"],
  "xyz": [[2.098, 3.165, -3.153], [3.384, 2.740, -3.882], [3.588, 3.765, -4.814], [2.694, 4.769, -4.596], [2.806, 5.885, -4.952], [1.633, 4.272, -3.917], [3.178, 1.608, -4.621], [2.231, 3.463, -2.111], [1.336, 2.387, -3.139], [4.216, 2.576, -3.202], [-1.161, -2.607, -3.933], [-0.383, -3.169, -2.771], [-0.196, -4.502, -3.177], [-1.264, -4.859, -3.965], [-1.553, -5.964, -4.260], [-1.917, -3.737, -4.361], [-1.092, -3.107, -1.604], [-0.476, -2.330, -4.736], [-1.774, -1.761, -3.639], [0.602, -2.762, -2.561], [-2.694, 2.160, 3.533], [-3.417, 1.432, 2.416], [-4.490, 0.828, 3.082], [-4.207, 0.749, 4.421], [-4.887, 0.223, 5.228], [-3.029, 1.371, 4.670], [-2.619, 0.465, 1.857], [-3.070, 3.182, 3.607], [-1.614, 2.161, 3.425], [-3.797, 2.028, 1.589], [1.317, -0.094, 6.275], [0.069, 0.546, 5.657], [-0.406, -0.417, 4.785], [0.564, -1.356, 4.562], [0.496, -2.133, 3.670], [1.552, -1.239, 5.457], [0.472, 1.624, 4.884], [1.094, -0.436, 7.286], [2.145, 0.608, 6.266], [-0.656, 0.894, 6.383], [-2.053, 2.246, -2.194], [-3.548, 2.485, -2.278], [-3.725, 3.069, -3.526], [-2.540, 3.040, -4.235], [-2.411, 3.515, -5.306], [-1.607, 2.355, -3.537], [-3.921, 3.344, -1.265], [-1.775, 1.276, -1.786], [-1.570, 2.982, -1.545], [-4.189, 1.616, -2.146], [1.941, 1.068, 0.561], [0.780, 0.392, 1.290], [0.025, -0.190, 0.259], [0.531, 0.162, -0.931], [0.171, -0.217, -1.997], [1.512, 1.093, -0.800], [0.010, 1.313, 1.929], [2.873, 0.513, 0.656], [2.073, 2.081, 0.939], [1.127, -0.345, 2.009], [3.520, -4.201, 0.825], [2.143, -3.549, 0.831], [1.271, -4.611, 0.598], [1.896, -5.785, 0.901], [1.409, -6.859, 0.918], [3.198, -5.533, 1.222], [2.002, -2.636, -0.179], [4.223, -3.784, 1.539], [3.941, -4.217, -0.183], [1.919, -3.051, 1.776]]
}